ORCA calculation (ωB97M-V/def2-TZVPD) on an isolated molecule of C15H18BrFN4O3 at a distorted geometry.

The geometry in XYZ format:
```
42
Properties=species:S:1:pos:R:3:mulliken_charge:R:1
C -3.781 -3.217 0.825 -1.40
C -2.347 -3.184 0.289 -0.89
C -2.001 -2.184 -0.871 1.69
C -1.708 -2.849 -2.331 0.15
C -2.775 -3.889 -2.820 -1.26
C -1.419 -1.802 -3.361 -1.51
N -2.945 -1.168 -1.016 -0.22
C -2.534 0.052 -0.576 0.27
O -3.288 0.902 -0.193 -0.66
N -1.240 0.031 -0.191 0.49
N -0.531 1.127 0.541 -0.63
C -0.071 2.167 -0.194 0.44
O -0.135 2.274 -1.409 -0.62
N 0.692 3.119 0.540 -0.14
C 1.593 4.077 0.166 0.25
C 2.185 4.346 -1.127 -0.63
C 3.306 5.231 -1.229 -0.49
C 3.714 5.928 -0.093 0.09
Br 4.982 7.313 -0.424 -0.19
C 3.222 5.668 1.139 -0.22
C 2.205 4.743 1.358 0.26
F 1.835 4.438 2.630 -0.30
C -0.808 -1.281 -0.409 -0.54
O 0.371 -1.651 -0.263 -0.65
H -4.371 -3.787 0.053 0.26
H -3.848 -3.646 1.827 0.40
H -4.067 -2.248 1.028 0.47
H -1.629 -3.045 1.169 0.44
H -2.058 -4.203 -0.073 0.41
H -0.827 -3.324 -2.210 0.45
H -2.536 -4.200 -3.891 0.37
H -2.920 -4.810 -2.153 0.28
H -3.801 -3.495 -2.881 0.31
H -0.521 -1.157 -3.125 0.31
H -1.203 -2.260 -4.337 0.48
H -2.303 -1.129 -3.475 0.29
H -3.959 -1.364 -0.896 0.36
H 0.044 0.843 1.362 0.34
H 0.552 3.097 1.528 0.28
H 1.939 3.625 -1.822 0.48
H 3.895 5.335 -2.116 0.42
H 3.684 6.018 2.062 0.38
```

Values from the calculation:
Energy relative to the best compared isomer or geometry (same formula, charge and spin) ... 179.9 kJ/mol
Structure (SMILES) ... CC[C@@]1(C(C)C)NC(=O)N(NC(=O)Nc2ccc(Br)cc2F)C1=O
Max |F| ... 0.09571 hartree/bohr

---

ORCA calculation (ωB97M-V/def2-TZVPD) on C6H9N as an isolated structure.

The geometry in XYZ format:
```
16
Properties=species:S:1:pos:R:3:mulliken_charge:R:1
C -0.469 -1.259 1.308 -1.51
C -0.160 -0.370 0.131 1.47
C -0.692 -0.630 -1.230 -1.39
C 1.201 -0.060 -0.367 -0.50
C 1.123 1.395 -0.393 -0.35
N -0.166 1.872 -0.831 -0.65
C -0.192 1.182 0.401 -0.39
H 0.071 -0.935 2.206 0.40
H -0.198 -2.300 1.097 0.37
H -1.545 -1.232 1.519 0.34
H -0.396 -1.530 -1.746 0.28
H -1.744 -0.372 -1.429 0.35
H 2.133 -0.610 -0.172 0.36
H 1.961 2.085 -0.330 0.37
H -0.505 1.133 -1.527 0.47
H -0.421 1.631 1.364 0.41
```

Values from the calculation:
Energy relative to the best compared isomer or geometry (same formula, charge and spin) ... 585.4 kJ/mol
Max |F| ... 0.01780 hartree/bohr

---

ORCA calculation (ωB97M-V/def2-TZVPD) on an isolated molecule of C10H19BN2O3 at a distorted geometry.

The geometry in XYZ format:
```
35
Properties=species:S:1:pos:R:3:mulliken_charge:R:1
O -0.181 -1.358 -0.518 -0.74
C -0.210 -0.150 -0.558 0.74
C 0.977 0.471 -1.288 -0.98
N 1.982 0.751 -0.234 -0.25
C 3.176 -0.112 0.093 -0.15
C 4.012 -0.660 -1.082 -0.69
C 3.853 -2.013 -0.449 -0.54
C 2.766 -1.510 0.448 -0.18
N -1.325 0.553 -0.071 0.41
C -1.418 2.082 0.119 -0.73
C -2.424 2.247 1.336 -0.64
C -2.931 0.787 1.641 -0.51
C -2.346 -0.149 0.677 -0.51
B -3.555 -0.793 -0.275 0.81
O -3.003 -1.412 -1.336 -0.84
O -4.818 -0.734 0.297 -0.53
H 1.393 -0.126 -2.099 0.27
H 0.638 1.388 -1.791 0.34
H 1.542 1.014 0.683 0.26
H 3.717 0.319 0.931 0.40
H 5.039 -0.230 -1.071 0.33
H 3.493 -0.539 -2.096 0.16
H 3.594 -2.667 -1.307 0.29
H 4.793 -2.359 0.056 0.25
H 1.854 -1.738 -0.024 -0.06
H 2.875 -1.775 1.524 0.34
H -1.965 2.446 -0.848 0.24
H -0.443 2.567 0.141 0.45
H -1.909 2.672 2.178 0.27
H -3.262 2.976 1.187 0.31
H -2.511 0.431 2.613 0.24
H -4.052 0.716 1.655 0.26
H -1.894 -1.008 1.202 0.23
H -1.964 -1.343 -1.377 0.44
H -5.495 -0.744 -0.359 0.28
```

Values from the calculation:
Energy relative to the best compared isomer or geometry (same formula, charge and spin) ... 204.0 kJ/mol
Structure (SMILES) ... O=C(CNC1CCC1)N1CCC[C@H]1B(O)O
Max |F| ... 0.06928 hartree/bohr

---

ORCA calculation (ωB97M-V/def2-TZVPD) on an isolated molecule of C19H21Cl2N3S.

The geometry in XYZ format:
```
46
Properties=species:S:1:pos:R:3:mulliken_charge:R:1
S -1.702 -4.110 1.163 -0.46
C -1.225 -2.572 0.773 0.29
N -2.149 -1.576 0.976 -0.15
C -2.176 -0.248 0.572 0.36
C -1.062 0.592 0.613 -0.89
C -1.180 1.903 0.180 0.51
Cl 0.210 2.929 0.221 -0.14
C -2.384 2.418 -0.271 -0.76
C -3.493 1.586 -0.263 0.25
Cl -5.014 2.206 -0.787 -0.21
C -3.404 0.271 0.148 -0.86
N -0.016 -2.272 0.290 0.20
C 0.901 -3.260 -0.241 -0.52
C 2.322 -2.995 0.272 -1.03
C 3.016 -1.951 -0.614 -0.93
N 1.995 -1.069 -1.159 0.62
C 2.495 0.222 -1.583 -1.45
C 2.976 1.085 -0.443 0.84
C 3.734 2.214 -0.728 -0.86
C 4.157 3.056 0.284 -0.61
C 3.832 2.777 1.601 -0.56
C 3.082 1.652 1.895 -0.79
C 2.654 0.815 0.880 0.40
C 1.278 -1.759 -2.222 -0.87
C 0.896 -3.179 -1.771 -1.07
H -3.050 -1.963 1.231 0.27
H -0.124 0.263 1.024 0.98
H -2.459 3.440 -0.602 0.46
H -4.280 -0.358 0.137 0.40
H 0.190 -1.336 -0.039 -0.15
H 0.548 -4.239 0.095 0.83
H 2.892 -3.924 0.268 0.44
H 2.262 -2.644 1.302 0.29
H 3.727 -1.367 -0.030 0.50
H 3.578 -2.445 -1.424 0.41
H 1.667 0.747 -2.077 0.41
H 3.305 0.124 -2.329 0.37
H 3.989 2.437 -1.755 0.42
H 4.741 3.932 0.045 0.41
H 4.160 3.434 2.392 0.39
H 2.822 1.428 2.920 0.40
H 2.070 -0.061 1.119 0.21
H 0.381 -1.176 -2.457 0.41
H 1.885 -1.816 -3.143 0.43
H 1.610 -3.909 -2.153 0.44
H -0.089 -3.442 -2.156 0.35
```

Values from the calculation:
Energy relative to the best compared isomer or geometry (same formula, charge and spin) ... 11.2 kJ/mol
Structure (SMILES) ... S=C(Nc1cc(Cl)cc(Cl)c1)NC1CCN(Cc2ccccc2)CC1
Max |F| ... 0.01449 hartree/bohr

---

| no. | DFT total energy (eV) |
| --- | --- |
| 1 | -100708.376 |
| 2 | -7852.092 |
| 3 | -20477.336 |
| 4 | -60395.300 |